# 1
Entry from OMol25: a molecular structure, C3H5O4Tb at a distorted geometry (ωB97M-V/def2-TZVPD).

Atoms and positions in Å:
O1 0.5117 0.7297 0.6394
C1 -0.6446 0.1052 0.4664
C2 1.5948 -0.0917 0.1745
O2 -1.6227 0.4233 1.1875
O3 -0.4708 -1.1569 0.0963
C3 0.9312 -1.4562 -0.0229
Tb1 -3.1353 2.1441 0.5724
H1 2.3634 -0.0942 0.9534
H2 1.9995 0.3341 -0.7500
H3 1.2017 -2.1838 0.7493
H4 1.1033 -1.8847 -1.0152
O4 -1.8568 1.8477 -1.1429
H5 -1.9754 1.2836 -1.9081

Properties
Orbital gap (alpha / beta) (eV): 7.6836 / 7.6604
Spin multiplicity: 7
Charge: +2
Expectation value of S²: 12.726

# 2
Entry from OMol25: a molecular structure, C42H49BCsN4O4 (ωB97M-V/def2-TZVPD).

Atoms and positions in Å:
Cs1 -0.8972 0.7323 -0.5511
N1 0.1128 0.2649 3.8031
C1 1.0511 -0.0616 2.7346
C2 1.6606 1.1871 2.1205
N2 2.2650 0.8781 0.8255
H1 0.5916 0.5044 4.6606
H2 -0.5241 -0.4948 3.9960
H3 0.5334 -0.6003 1.9367
H4 1.8597 -0.7350 3.0615
H5 2.3606 1.6454 2.8311
H6 0.8747 1.9229 1.9428
H7 3.0609 0.2590 0.9215
H8 2.5747 1.7353 0.3805
C3 -3.2996 -5.8329 -1.3588
C4 -2.1696 -5.0650 -1.1270
C5 -2.2931 -3.7772 -0.6093
C6 -3.5438 -3.2438 -0.3234
C7 -4.6792 -4.0208 -0.5613
C8 -4.5538 -5.3032 -1.0714
N3 -3.5646 -1.8954 0.1892
N4 -4.7157 -1.4766 0.3255
C9 -4.8743 -0.1298 0.7861
C10 -6.1759 0.1019 1.2637
C11 -6.5067 1.3483 1.7627
C12 -5.5273 2.3451 1.7326
C13 -4.2645 2.0845 1.2049
C14 -3.8467 0.8330 0.7011
H9 -3.2063 -6.8355 -1.7591
H10 -1.1909 -5.4740 -1.3434
H11 -1.4275 -3.1537 -0.4200
H12 -5.6474 -3.5945 -0.3375
H13 -5.4412 -5.8992 -1.2496
H14 -6.8951 -0.7133 1.2282
H15 -7.4959 1.5520 2.1548
H16 -5.7554 3.3384 2.1130
H17 -3.5665 2.9230 1.1877
C15 3.8235 9.6754 1.0524
C16 3.3736 8.6304 2.0825
C17 2.7581 9.3510 3.2909
C18 4.6160 7.8829 2.5668
C19 2.3377 7.6886 1.4561
C20 1.1447 8.2160 0.9603
C21 0.1521 7.4129 0.3892
C22 0.3826 6.0571 0.3226
O1 -0.4108 5.0585 -0.1609
B1 0.2608 3.7847 0.0165
O2 1.5393 4.1662 0.6337
C23 1.5631 5.5174 0.8063
C24 2.5458 6.3034 1.3729
H18 4.5625 10.3534 1.4922
H19 2.9813 10.2736 0.6986
H20 4.2743 9.1869 0.1852
H21 3.4892 10.0262 3.7482
H22 2.4372 8.6268 4.0433
H23 1.8852 9.9392 3.0010
H24 5.3219 8.5942 3.0042
H25 5.1204 7.3690 1.7451
H26 4.3656 7.1438 3.3314
H27 0.9694 9.2853 1.0201
H28 -0.7718 7.8375 0.0155
H29 3.4498 5.8359 1.7425
C25 -2.6351 -0.2760 -4.0357
C26 -1.1392 -0.3240 -3.8886
O3 -0.5461 0.5550 -3.3116
C27 -0.3746 -1.4969 -4.4474
C28 1.0147 -1.4718 -4.3802
C29 1.7612 -2.5100 -4.9128
C30 1.1215 -3.5958 -5.5017
C31 -0.2631 -3.6361 -5.5529
C32 -1.0076 -2.5849 -5.0312
H30 -3.0111 0.6315 -3.5736
H31 -3.0881 -1.1395 -3.5393
H32 -2.9209 -0.3061 -5.0897
H33 1.4891 -0.6144 -3.9172
H34 2.8429 -2.4767 -4.8694
H35 1.7041 -4.4106 -5.9146
H36 -0.7659 -4.4835 -6.0016
H37 -2.0889 -2.6219 -5.0780
C33 1.3231 -8.6226 1.3479
C34 1.3438 -7.2017 0.8567
C35 1.7746 -6.8920 -0.4249
C36 1.7940 -5.5844 -0.8873
C37 2.2398 -5.3338 -2.3099
C38 1.3701 -4.5482 -0.0388
C39 1.3334 -3.1625 -0.5682
O4 0.9459 -2.2028 0.0518
C40 0.9365 -4.8406 1.2709
C41 0.4633 -3.7908 2.2423
C42 0.9343 -6.1659 1.6844
H38 1.5791 -9.3215 0.5522
H39 0.3352 -8.8850 1.7299
H40 2.0356 -8.7610 2.1632
H41 2.0956 -7.6905 -1.0861
H42 2.5376 -6.2724 -2.7778
H43 3.0872 -4.6489 -2.3662
H44 1.4370 -4.9035 -2.9099
H45 1.6835 -3.0271 -1.6080
H46 -0.4232 -3.2768 1.8698
H47 1.2149 -3.0173 2.4000
H48 0.2207 -4.2566 3.1974
H49 0.5908 -6.3969 2.6876

Properties
Orbital gap (eV): 4.7294
Charge: -1

# 3
Entry from OMol25: C6H8FN3O5 in the gas phase at a distorted geometry (ωB97M-V/def2-TZVPD).

Atoms and positions in Å:
C1 -1.0058 1.2691 -0.3403
C2 1.0041 0.2384 0.4183
C3 -0.4002 -1.0466 -1.1347
C4 -1.5855 -0.1545 -0.5751
C5 0.7730 2.6639 0.7050
C6 1.3589 -2.1040 0.3066
N1 0.2385 1.3757 0.1764
N2 0.6255 -0.9332 -0.1581
N3 -1.9846 -0.7742 0.9061
O1 -1.6489 2.2613 -0.6175
O2 1.9870 0.3262 1.1333
O3 -1.1375 -0.6673 1.7572
O4 -3.0718 -1.1928 1.0362
O5 -0.1511 -0.5027 -2.3287
F1 -2.7359 0.0564 -1.2702
H1 -0.5481 -2.1007 -1.1267
H2 0.4689 2.8324 1.7615
H3 1.8598 2.5941 0.5308
H4 0.4261 3.5443 0.1081
H5 2.2663 -2.2397 -0.3047
H6 1.8025 -1.6553 1.2689
H7 0.7666 -3.0321 0.4667
H8 0.6923 -0.7586 -2.7194

Properties
Orbital gap (eV): 10.3187
Charge: 0

# 4
Entry from OMol25: a molecular structure, C25H45N6OPb at a distorted geometry (ωB97M-V/def2-TZVPD).

Atoms and positions in Å:
Pb1 0.8183 -0.6284 0.1140
C1 1.9114 -5.2140 1.8273
O1 2.1105 -3.9503 1.1994
H1 0.9153 -5.5817 1.5809
H2 2.5857 -6.0118 1.5159
H3 1.9575 -4.9650 2.8875
C2 6.3396 3.4081 -4.4550
C3 6.9203 1.9662 -4.2114
C4 6.8269 1.7403 -2.6834
C5 5.4700 1.5926 -2.1201
N1 4.4194 1.5521 -1.6079
H4 5.4706 3.6707 -3.8517
H5 6.0208 3.4170 -5.4973
H6 7.0767 4.1189 -4.0813
H7 7.9200 1.7546 -4.5908
H8 6.2339 1.3090 -4.7453
H9 7.3872 2.5006 -2.1392
H10 7.4307 0.8613 -2.4578
C6 -5.2824 0.9051 -2.5833
C7 -4.6816 2.0349 -3.4265
C8 -3.5331 1.6233 -4.4139
C9 -2.1995 1.4799 -3.7966
N2 -1.1377 1.4419 -3.2538
H11 -4.5071 0.3416 -2.0643
H12 -5.7914 0.1916 -3.2313
H13 -5.9963 1.3187 -1.8709
H14 -4.4973 2.9219 -2.8205
H15 -5.4778 2.5149 -3.9956
H16 -3.4283 2.4009 -5.1705
H17 -3.8240 0.6609 -4.8350
C10 1.1810 6.4580 -2.0461
C11 1.4050 6.9110 -0.5571
C12 1.6999 5.8357 0.4277
C13 0.8552 4.6254 0.2985
N3 0.2606 3.6611 0.1605
H18 0.9194 7.2542 -2.7431
H19 0.4101 5.6901 -2.1094
H20 2.1319 6.0427 -2.3800
H21 0.5341 7.4706 -0.2159
H22 2.2372 7.6148 -0.5409
H23 1.8539 6.2583 1.4205
H24 2.7498 5.5526 0.3522
C14 -3.1825 -5.2134 6.4097
C15 -2.3606 -4.3683 5.4274
C16 -3.3481 -3.4062 4.5775
C17 -2.6980 -2.4057 3.6637
N4 -2.1534 -1.6616 2.9996
H25 -3.5484 -4.5559 7.1983
H26 -2.7127 -6.1480 6.7161
H27 -4.1653 -5.4257 5.9889
H28 -1.7700 -4.9521 4.7214
H29 -1.7252 -3.7670 6.0776
H30 -3.9112 -2.8285 5.3106
H31 -4.0187 -3.9532 3.9148
C18 -0.4078 -4.8619 -6.0423
C19 -1.1593 -5.8234 -5.0980
C20 -0.8645 -5.5739 -3.5824
C21 -1.0901 -4.1597 -3.1132
N5 -1.2726 -3.0965 -2.7115
H32 -0.6184 -5.1270 -7.0784
H33 0.6338 -5.0476 -5.7800
H34 -0.6355 -3.8087 -5.8780
H35 -0.8142 -6.8130 -5.3974
H36 -2.2369 -5.7064 -5.2126
H37 0.1407 -5.8529 -3.2663
H38 -1.6733 -6.0996 -3.0749
C22 -1.6032 2.6094 6.4161
C23 -1.3156 1.1396 6.7073
C24 0.1642 0.7654 6.6290
C25 0.8091 0.8392 5.2967
N6 1.3124 0.9349 4.2492
H39 -1.6584 2.7218 5.3333
H40 -0.8137 3.3018 6.7081
H41 -2.5025 3.0021 6.8905
H42 -1.8664 0.4940 6.0233
H43 -1.7507 0.8352 7.6592
H44 0.4002 -0.2723 6.8646
H45 0.7204 1.5354 7.1636

Properties
Orbital gap (eV): 3.8265
Charge: +1

# 5
Entry from OMol25: C5H8S2 in the gas phase at a distorted geometry (ωB97M-V/def2-TZVPD).

Atoms and positions in Å:
C1 -0.4676 0.3144 1.4371
C2 0.8451 0.3625 1.5337
C3 -1.2206 -0.2498 0.3379
C4 1.0280 -0.4481 -0.9251
C5 0.6984 0.6636 -1.8321
S1 2.0040 -0.1591 0.4961
S2 -2.5860 -1.3547 0.5785
H1 -1.1073 0.4098 2.3208
H2 1.3126 0.5511 2.4972
H3 -1.2953 0.2208 -0.6532
H4 1.4627 -1.3561 -1.3254
H5 -0.2841 0.4590 -2.1901
H6 1.2373 0.9985 -2.7506
H7 0.6103 1.5018 -1.2051
H8 -2.2376 -1.9137 1.6802

Properties
Orbital gap (alpha / beta) (eV): 7.6385 / 7.2987
Charge: 0

# 6
Entry from OMol25: a molecular structure, C44H47Cl5CoF3NO2P2Si at a distorted geometry (ωB97M-V/def2-TZVPD).

Atoms and positions in Å:
Co1 0.1912 -0.4637 -0.7339
C1 -2.4981 -0.6915 3.3026
C2 -1.4687 -1.7935 3.0162
C3 -2.1048 -3.0162 2.3634
P1 -0.0693 -0.9787 2.0468
C4 0.7069 -0.0894 3.5661
C5 2.2166 0.2162 3.3686
C6 0.4907 -0.6682 4.9723
C7 0.9149 -2.5060 1.7797
C8 1.9488 -3.0707 2.5043
C9 2.5774 -4.2359 2.0544
C10 2.1850 -4.7966 0.8465
C11 1.1630 -4.2392 0.0853
C12 0.4798 -3.1031 0.5445
N1 -0.4844 -2.3713 -0.1144
C13 -1.4643 -2.8527 -0.9419
C14 -1.7549 -4.2278 -1.1250
C15 -2.7554 -4.6522 -1.9827
C16 -3.5203 -3.7368 -2.7003
C17 -3.3231 -2.3850 -2.4582
C18 -2.3577 -1.9192 -1.5785
P2 -2.3725 -0.1930 -0.9250
C19 -4.2434 -0.3517 -0.3830
C20 -4.8343 0.8862 0.3078
C21 -4.6652 -1.5865 0.4207
C22 -2.7964 1.0486 -2.2712
C23 -1.9353 0.9743 -3.5283
C24 -2.6711 2.4541 -1.6594
H1 -3.3768 -1.0842 3.8281
H2 -2.8195 -0.2407 2.3628
H3 -2.0704 0.1110 3.9110
H4 -1.0283 -2.1451 3.9457
H5 -2.5023 -2.8015 1.3819
H6 -2.9235 -3.3825 2.9976
H7 -1.3745 -3.8216 2.2545
H8 0.1853 0.8718 3.5309
H9 2.6997 -0.4716 2.6722
H10 2.3732 1.2267 2.9890
H11 2.7517 0.1383 4.3206
H12 0.8138 -1.7110 5.0419
H13 -0.5475 -0.6091 5.2986
H14 1.0826 -0.0897 5.6896
H15 2.2903 -2.6082 3.4249
H16 3.3753 -4.6868 2.6338
H17 2.6985 -5.6790 0.4776
H18 0.9354 -4.6380 -0.8956
H19 -1.1861 -4.9583 -0.5662
H20 -2.9388 -5.7169 -2.0935
H21 -4.2676 -4.0705 -3.4106
H22 -3.9416 -1.6649 -2.9898
H23 -4.7326 -0.4542 -1.3524
H24 -4.2106 1.2278 1.1392
H25 -5.8207 0.6379 0.7176
H26 -4.9715 1.7195 -0.3800
H27 -4.3996 -1.4997 1.4721
H28 -4.2439 -2.5084 0.0238
H29 -5.7572 -1.6718 0.3669
H30 -3.8360 0.8724 -2.5674
H31 -0.8714 0.9822 -3.2797
H32 -2.1310 1.8483 -4.1607
H33 -2.1492 0.0741 -4.1054
H34 -1.6245 2.7756 -1.6279
H35 -3.0573 2.5223 -0.6419
H36 -3.2175 3.1767 -2.2778
Cl1 2.5292 -1.2128 -0.7561
C25 2.0148 -0.9877 -2.4253
C26 0.6515 -1.1880 -2.7072
C27 0.4332 -1.3133 -4.0797
Cl2 -1.0788 -2.0143 -4.6563
C28 1.3772 -1.0361 -5.0738
Cl3 0.9678 -1.0763 -6.7639
C29 2.6774 -0.7101 -4.7145
Cl4 3.8570 -0.2790 -5.9053
C30 3.0141 -0.7644 -3.3740
Cl5 4.6686 -0.5269 -2.8980
C31 -0.4295 5.0333 2.7344
C32 0.9085 5.2440 2.4380
C33 1.5891 4.3578 1.6043
C34 0.9439 3.2590 1.0374
C35 -0.4085 3.0620 1.3518
C36 -1.0903 3.9402 2.1825
Si1 1.7966 1.8747 0.0912
C37 3.6295 2.2544 -0.0324
C38 4.0880 3.4494 -0.5962
C39 5.4416 3.7606 -0.6305
C40 6.3744 2.8734 -0.1115
C41 5.9430 1.6743 0.4377
C42 4.5850 1.3747 0.4785
H37 -0.9554 5.7129 3.3971
H38 1.4289 6.0988 2.8562
H39 2.6392 4.5298 1.3905
H40 -0.9315 2.2105 0.9201
H41 -2.1400 3.7716 2.3974
H42 1.6229 0.7481 0.9827
H43 3.3695 4.1497 -1.0158
H44 5.7662 4.6990 -1.0646
H45 7.4297 3.1209 -0.1241
H46 6.6583 0.9641 0.8373
H47 4.2676 0.4350 0.9188
F1 2.9128 2.2586 -3.1783
C43 1.6437 2.7615 -3.3738
F2 1.1753 2.0270 -4.4360
F3 1.8054 4.0115 -3.8547
C44 0.7665 2.7454 -2.1806
O1 0.3142 3.8211 -1.6731
O2 0.9820 1.5645 -1.3387

Properties
Orbital gap (alpha / beta) (eV): 4.6383 / 5.6404
Spin multiplicity: 4
Charge: -2
Expectation value of S²: 3.773

# 7
Entry from OMol25: 2 unconnected molecules or ions with the total composition C10H10N2O2 at a distorted geometry (ωB97M-V/def2-TZVPD).

Atoms and positions in Å:
C1 -1.6897 1.3637 -0.6910
C2 -1.6668 1.3509 0.7633
C3 -2.2695 0.2745 1.5351
C4 -2.2029 -1.0097 -0.5399
C5 3.1211 0.2934 0.5406
C6 3.3064 0.1819 -0.7690
C7 2.2452 -0.4277 -1.3423
C8 0.9813 -0.6106 -0.7581
C9 0.7718 -0.4075 0.5622
C10 1.9564 -0.0695 1.2719
H1 -1.5891 -0.2487 -2.1965
H2 -1.3397 2.3416 1.2551
H3 -2.5361 0.3325 2.5224
H4 -3.3538 -1.6396 1.0904
H5 4.0773 0.5250 1.1632
H6 4.3277 0.3300 -1.1636
H7 2.2255 -0.6047 -2.4341
H8 0.1172 -0.7752 -1.5142
H9 -0.0605 -0.6683 1.0302
H10 1.8985 -0.0710 2.4744
N1 -1.7616 0.0746 -1.1906
N2 -2.5031 -0.8563 0.8102
O1 -1.8342 2.4677 -1.4019
O2 -2.2214 -2.1469 -1.0178

Properties
Orbital gap (eV): 8.9450
Charge: 0

# 8
Entry from OMol25: 2 unconnected molecules or ions with the total composition C4H12NO at a distorted geometry (ωB97M-V/def2-TZVPD).

Atoms and positions in Å:
C1 0.8049 -1.0428 -1.1964
C2 -1.2191 -1.6996 0.0080
C3 0.2058 0.5878 1.3064
C4 0.6245 1.8186 0.6279
N1 -0.3654 -0.6371 -0.4633
O1 -0.4326 2.3129 -0.1494
H1 1.3807 -1.7653 -0.6194
H2 0.5129 -1.5145 -2.1403
H3 1.4293 -0.1841 -1.4347
H4 -0.6424 -2.4074 0.6040
H5 -2.0337 -1.3053 0.6101
H6 -1.6556 -2.2440 -0.8350
H7 -0.7916 0.5560 1.7126
H8 0.9571 -0.0539 1.7354
H9 0.9154 2.5247 1.4286
H10 1.5279 1.6632 0.0164
H11 -0.8720 0.1296 -0.9064
H12 -0.3462 3.2612 -0.3043

Properties
Orbital gap (eV): 9.7778
Charge: +1

Results for energy relative to the best compared isomer or geometry (same formula, charge and spin): 0.00 52.26 0.00 799.39 375.61 260.67 391.44 250.76 (in kJ/mol, following the order of the records).